{"formula": "C57H79BBaN9O3PS3", "method": "ωB97M-V/def2-TZVPD", "de_lowest_ev": 0.2246, "total_charge": 2, "energy_ha": -4523.96618, "orbital_gap_ev": 7.68, "symbols": ["H", "H", "C", "H", "C", "H", "H", "C", "H", "H", "N", "Ba", "H", "O", "O", "H", "H", "H", "C", "H", "H", "H", "C", "C", "H", "C", "H", "C", "C", "H", "H", "C", "H", "H", "H", "H", "H", "C", "H", "C", "C", "C", "C", "C", "H", "H", "H", "P", "H", "H", "H", "H", "H", "H", "H", "S", "O", "H", "C", "C", "C", "H", "C", "H", "H", "H", "C", "H", "C", "H", "H", "H", "H", "C", "H", "C", "N", "H", "H", "C", "H", "H", "N", "H", "N", "C", "B", "C", "H", "C", "H", "H", "H", "H", "H", "H", "C", "H", "C", "C", "H", "H", "C", "H", "H", "H", "C", "C", "S", "H", "H", "S", "H", "C", "H", "H", "C", "C", "C", "H", "C", "H", "C", "C", "N", "C", "N", "C", "C", "H", "C", "H", "C", "C", "C", "N", "C", "C", "H", "H", "C", "H", "H", "H", "N", "C", "C", "C", "C", "N", "H", "H", "C", "C"], "xyz": [[-5.239, -0.658, -1.208], [2.194, -5.186, 1.178], [3.153, 3.620, 3.725], [2.918, 3.318, 4.746], [-1.572, -2.605, -1.999], [5.165, -4.674, -1.120], [3.078, -3.099, -2.957], [-0.946, -2.229, -3.334], [7.895, -0.345, 0.307], [-1.315, -2.975, 5.514], [-1.507, 3.490, 1.495], [-1.174, 0.862, 0.877], [-5.162, 0.341, -4.265], [-7.603, 4.709, 2.087], [-6.805, 6.443, 3.113], [-7.128, 0.156, 0.075], [-1.061, -2.043, -1.203], [-4.049, -0.255, 2.609], [-5.657, 1.144, 2.918], [-0.585, 2.641, -2.141], [4.931, -2.812, 2.105], [4.679, -4.736, 0.574], [4.345, -4.977, 3.761], [4.224, -3.478, 4.051], [-3.657, -3.228, -1.854], [4.475, -5.140, -0.417], [-4.579, 6.802, 2.247], [2.772, -3.410, -0.834], [-1.194, -0.760, -3.641], [-4.082, 2.622, -4.686], [4.062, -5.203, 2.735], [5.169, -2.686, 3.160], [2.870, -6.598, -2.141], [3.510, -5.183, -2.944], [-3.334, -1.686, -1.111], [1.868, -4.361, 5.247], [-1.021, 4.154, -2.914], [-3.018, 5.307, 1.928], [3.466, 0.327, -3.022], [-5.086, 3.417, 2.432], [-0.784, 3.216, -5.562], [4.722, 2.333, 2.273], [-3.085, -2.306, -1.974], [-4.352, 0.785, 2.563], [-3.028, 3.290, -2.440], [-6.743, -0.904, -2.894], [-1.459, -4.199, 4.276], [-3.025, 1.031, -2.534], [0.129, -2.415, -3.320], [4.688, -6.208, -0.401], [2.264, -6.651, 0.198], [-7.035, 2.757, 3.101], [5.317, 2.023, -1.033], [-0.866, 4.308, -5.569], [6.193, -3.019, 3.322], [1.016, 1.466, 3.348], [-2.319, 0.812, -1.197], [-4.658, 0.632, -0.187], [7.016, -0.261, 0.944], [-4.825, 1.191, -2.263], [-4.349, 5.748, 2.208], [5.378, -5.289, 3.903], [-3.779, 2.965, 2.145], [5.579, -3.512, 5.727], [1.759, 0.148, -3.320], [-2.627, 2.917, -6.655], [2.840, -2.625, -2.016], [4.461, -2.149, 5.759], [-2.731, 3.934, 1.834], [-3.490, -2.311, -4.084], [2.246, 4.078, 3.332], [6.846, 3.182, 0.655], [0.835, 3.214, -4.117], [-2.171, 2.609, -5.712], [6.365, -1.109, 0.742], [-5.710, 0.897, -3.499], [-3.442, 1.661, 2.195], [7.347, -0.318, 1.980], [1.026, -5.436, -0.112], [-0.145, 2.753, -4.262], [-2.991, -0.084, -4.636], [-6.352, 0.385, 3.246], [4.227, 0.169, 1.464], [-2.092, 1.518, -5.760], [3.019, 0.270, 2.084], [-5.325, 4.836, 2.403], [2.293, -1.008, 1.808], [1.680, -3.591, 4.512], [-6.736, 1.820, -0.263], [-6.980, 0.138, -3.125], [-5.987, 1.850, -3.959], [0.040, 1.681, -4.326], [3.909, -3.768, 6.201], [-1.340, -2.863, -4.131], [-4.611, -1.343, -3.179], [-0.772, -0.495, -4.614], [2.678, -0.413, -3.171], [0.123, 6.416, 1.319], [3.531, 2.432, 2.916], [5.855, 1.102, -0.806], [-3.187, 4.116, -4.590], [-0.155, 2.954, -6.415], [2.777, -5.515, -2.209], [-8.596, 0.275, -1.709], [5.198, 0.262, -1.029], [-0.442, -4.514, 5.702], [-1.968, 6.223, 1.744], [-0.542, 4.367, 1.307], [-1.381, -1.584, 2.956], [-7.952, 1.810, -2.216], [5.125, -1.622, 3.382], [1.733, 0.899, -0.585], [-0.658, -0.167, -2.894], [-2.693, -0.392, -3.626], [0.434, 3.968, 1.049], [8.167, 2.079, 0.322], [-3.552, -1.613, -3.248], [6.304, 1.064, 0.658], [2.067, -5.580, 0.174], [3.956, 4.351, 3.739], [7.271, 2.215, 0.926], [6.721, 1.045, -1.463], [2.585, -1.289, -1.972], [-6.033, 2.458, 2.843], [1.271, -1.652, 2.724], [-5.309, 0.418, -1.032], [2.559, -2.850, 0.323], [-7.665, 0.793, -1.938], [3.014, -4.908, -0.826], [-7.644, 0.110, -3.990], [4.553, -3.208, 5.525], [2.902, -1.001, -4.058], [2.795, -3.045, 3.806], [-0.765, -3.758, 4.991], [2.585, 1.351, 2.768], [2.508, -2.118, 2.939], [-6.746, 0.820, -0.703], [-0.716, 5.749, 1.457], [7.583, 2.253, 1.969], [5.428, 3.148, 2.322], [0.402, -3.176, 4.276], [1.779, -5.294, -2.586], [-1.387, -3.658, -1.780], [-4.947, 2.254, -2.008], [-6.697, 5.363, 2.576], [2.228, -0.719, -0.699], [5.049, 1.176, 1.511], [0.162, -2.128, 3.299], [-2.501, 2.667, -3.179], [2.329, -1.520, 0.380], [3.728, -5.576, 4.429], [-2.156, 7.283, 1.836], [-1.020, 3.068, -3.052], [-3.071, 3.028, -4.559]]}

=====

{"formula": "C57H86BBr2N7O3Si2Ta", "method": "ωB97M-V/def2-TZVPD", "total_charge": 1, "energy_ha": -8641.41349, "orbital_gap_ev": 6.02, "symbols": ["H", "C", "H", "H", "H", "C", "H", "H", "C", "C", "H", "Br", "C", "H", "H", "H", "H", "C", "C", "H", "N", "C", "C", "C", "H", "H", "C", "H", "C", "H", "C", "H", "H", "C", "C", "H", "N", "C", "H", "H", "C", "H", "C", "C", "H", "H", "H", "H", "H", "H", "C", "H", "C", "H", "Si", "C", "C", "C", "H", "H", "H", "C", "C", "C", "C", "H", "B", "H", "C", "C", "C", "H", "C", "H", "C", "C", "H", "H", "H", "H", "H", "H", "H", "H", "C", "H", "H", "H", "N", "H", "C", "H", "C", "C", "H", "O", "H", "H", "H", "H", "H", "H", "H", "C", "H", "C", "C", "Si", "H", "H", "H", "N", "Br", "H", "C", "H", "H", "C", "O", "C", "C", "H", "C", "C", "H", "H", "C", "C", "N", "H", "C", "Ta", "H", "H", "H", "N", "C", "H", "H", "H", "H", "C", "H", "H", "H", "C", "C", "H", "H", "N", "H", "C", "C", "H", "H", "C", "O", "H", "H"], "xyz": [[2.483, 3.568, 1.086], [0.322, 4.459, 3.327], [4.262, -2.584, 1.852], [-1.250, 3.098, 0.577], [0.616, 0.363, 6.449], [-5.284, 2.192, -1.612], [5.685, 1.912, 1.720], [7.958, 2.546, -2.654], [3.435, 3.209, 1.465], [2.267, 0.915, -0.783], [-2.899, 3.678, 2.381], [0.494, -3.296, -4.144], [6.014, 1.666, -2.940], [0.074, 4.637, 4.370], [1.080, -6.153, -4.195], [-4.051, -2.697, 5.308], [0.911, -7.984, -2.560], [1.438, -4.047, 1.788], [-0.484, -3.041, -1.067], [-1.833, 5.466, -1.916], [1.007, -1.929, 1.243], [-2.463, -1.330, -3.331], [0.235, -0.309, 5.685], [0.157, -6.735, -0.993], [-0.943, 1.694, -4.773], [4.788, 1.353, 3.107], [0.634, -6.982, -2.273], [-1.386, -4.378, 3.428], [0.396, -3.593, 2.568], [-2.355, 4.002, 4.025], [4.724, 1.396, -2.188], [6.865, -0.289, -2.583], [1.434, 3.434, -2.725], [-3.828, 1.601, 0.982], [0.373, -4.663, -2.832], [2.747, -5.049, -0.519], [-0.730, 1.030, 2.425], [2.416, 0.787, -2.180], [5.123, 2.097, -4.889], [0.734, 4.578, -1.610], [-0.276, 1.865, 4.442], [5.206, 3.486, -3.805], [3.043, -2.986, 0.102], [-3.302, 1.212, -3.743], [-0.593, -0.868, 6.116], [3.861, -4.864, 0.843], [-5.209, -1.820, -1.824], [-0.116, 2.545, 5.251], [4.227, 3.669, 0.880], [0.382, 5.424, 2.829], [7.070, 2.341, -2.062], [0.476, 3.231, 0.903], [6.568, 0.323, -3.431], [-5.717, -3.965, 1.165], [-3.642, 2.517, -0.676], [-3.181, -1.059, -4.475], [4.600, 1.518, -0.816], [-0.314, -4.381, 3.608], [-2.313, -2.953, 5.215], [-3.394, -1.837, -5.190], [-2.121, -2.330, -3.121], [0.683, 3.551, -1.952], [-0.840, 2.746, -4.534], [5.727, 2.590, -4.133], [3.432, 1.309, -0.083], [-3.612, 2.235, -3.867], [-0.819, -1.464, 3.071], [4.376, -4.425, -0.783], [2.408, 1.050, 2.218], [-4.497, -1.606, -1.027], [-6.365, -1.354, 0.628], [-6.798, -1.722, 1.554], [-3.612, 0.249, -4.676], [-4.367, -4.116, 0.043], [-3.236, -2.063, 3.475], [-0.615, 2.174, 3.125], [-2.777, 4.826, -0.018], [6.705, 3.286, -1.667], [6.662, 2.893, -4.597], [1.019, -1.016, 5.423], [-2.947, -1.323, 5.437], [-5.312, 1.243, -2.141], [-4.410, 4.551, 0.528], [1.855, -5.031, 1.817], [4.109, -2.181, 0.855], [-7.077, -1.531, -0.176], [7.369, 1.700, -1.238], [5.130, 0.238, 1.791], [-2.796, -1.419, 1.396], [3.542, 3.537, 2.495], [-2.079, 1.851, -1.640], [-0.503, 4.687, 0.789], [-2.535, 0.867, -2.620], [-0.497, 3.654, 1.124], [2.482, 1.367, 3.255], [1.043, 0.628, -0.285], [-1.552, 3.294, -5.146], [-6.214, -0.281, 0.728], [-3.576, -2.150, -1.219], [-6.097, 2.180, -0.889], [-5.506, 2.976, -2.333], [-0.763, -1.941, 4.144], [2.453, -0.036, 2.189], [-0.739, 3.590, 2.628], [2.264, -1.455, -1.198], [-4.062, -1.856, 1.433], [-5.297, -3.584, 0.237], [-1.045, 3.170, -2.670], [-2.925, 1.579, 1.581], [1.298, 3.986, 3.279], [3.571, 0.879, -3.945], [-2.151, -0.397, -2.436], [0.867, 0.290, -3.160], [-5.995, -3.802, -0.568], [-3.724, 4.387, -0.296], [2.343, -3.049, -1.939], [-4.116, 4.944, -1.139], [1.803, -2.978, 0.968], [0.043, -2.023, -1.601], [-0.213, -5.453, -0.641], [-0.102, -4.402, -1.550], [-4.150, 0.579, 0.839], [0.731, -5.954, -3.194], [-1.891, 4.875, -2.818], [-5.313, -2.624, 3.093], [0.052, -5.405, 3.583], [3.533, -4.425, -0.096], [-2.125, 4.153, 2.973], [0.152, -2.313, 2.225], [-0.129, -3.976, 4.602], [3.526, 1.675, 1.394], [-0.659, -0.160, -0.210], [5.056, -2.206, 0.322], [1.443, 1.366, 1.842], [-2.931, 4.813, -3.113], [-2.287, -1.582, 2.643], [3.580, 1.008, -2.875], [-4.598, 2.092, 1.570], [-4.299, -0.538, -1.017], [-2.146, 5.223, 2.771], [3.785, -1.149, 0.928], [2.850, -2.359, -1.274], [-1.368, 5.428, -3.592], [-4.167, 0.509, -5.562], [0.070, -7.539, -0.279], [-5.043, -2.068, 0.315], [4.868, 1.264, 2.027], [3.814, -2.116, -1.717], [0.963, 2.914, -1.125], [-0.461, 0.009, 3.275], [0.154, 3.048, -4.852], [-3.118, -2.277, 4.941], [-4.379, -2.250, 2.734], [-0.597, -5.220, 0.340], [5.464, 1.829, -0.262], [-0.177, 0.491, 4.501], [-1.300, -2.916, -0.145], [7.439, 0.484, -4.060], [5.824, -0.223, -4.003]]}

=====

Q: Which formula does entry 2 have?
A: C57H86BBr2N7O3Si2Ta